10 unconnected molecules or ions with the total composition C42H75F6N12O6P at a distorted geometry. Source: OMol25; level of theory: ωB97M-V/def2-TZVPD.

Geometry as XYZ:
```
142
C42H75F6N12O6P ωB97M-V/def2-TZVPD
C 0.103 -0.865 8.424
C -0.947 -1.375 7.591
N -0.775 -1.096 6.124
C -0.716 -2.075 5.109
C -0.755 -1.435 3.886
N -0.981 -0.081 4.126
C -0.901 0.104 5.484
C -1.288 0.846 3.055
H 1.097 -1.206 8.135
H -0.174 -1.111 9.449
H 0.029 0.208 8.249
H -1.925 -1.049 7.942
H -1.043 -2.453 7.725
H -0.906 -3.117 5.325
H -0.843 -1.774 2.865
H -0.878 1.078 5.950
H -2.058 0.452 2.391
H -0.467 1.104 2.387
H -1.678 1.797 3.418
C 4.529 -1.375 2.836
C 3.317 -1.853 3.594
N 2.983 -3.255 3.328
C 2.387 -4.114 4.262
C 2.351 -5.453 3.721
N 2.941 -5.355 2.456
C 3.361 -4.049 2.258
C 3.274 -6.472 1.602
H 5.385 -2.046 2.909
H 4.857 -0.435 3.281
H 4.373 -1.294 1.761
H 2.379 -1.344 3.375
H 3.547 -1.665 4.643
H 1.922 -3.682 5.135
H 1.890 -6.326 4.158
H 3.877 -3.661 1.392
H 4.300 -6.695 1.896
H 3.128 -6.074 0.598
H 2.548 -7.283 1.655
C -2.694 3.587 -7.296
C -1.882 4.709 -6.516
N -1.669 4.413 -5.099
C -2.664 4.400 -4.147
C -2.067 3.851 -2.907
N -0.826 3.386 -3.314
C -0.554 3.774 -4.632
C 0.152 2.600 -2.423
H -3.752 3.533 -7.043
H -2.308 2.598 -7.048
H -2.709 3.697 -8.380
H -2.553 5.567 -6.560
H -0.983 4.974 -7.074
H -3.647 4.695 -4.483
H -2.503 3.668 -1.937
H 0.334 3.578 -5.214
H -0.006 1.524 -2.499
H 0.029 2.908 -1.384
H 1.146 2.839 -2.802
C -2.100 -5.651 -2.475
C -1.086 -5.205 -3.535
N 0.061 -4.639 -2.912
C 0.812 -5.056 -1.844
C 1.979 -4.355 -1.723
N 2.050 -3.423 -2.726
C 0.901 -3.642 -3.484
C 3.020 -2.388 -3.072
H -3.028 -5.764 -3.036
H -2.362 -4.833 -1.804
H -1.734 -6.566 -2.009
H -1.502 -4.488 -4.243
H -0.741 -6.037 -4.148
H 0.491 -5.795 -1.125
H 2.796 -4.323 -1.018
H 0.849 -3.179 -4.458
H 3.182 -1.635 -2.301
H 2.548 -1.804 -3.862
H 3.921 -2.888 -3.427
C -5.573 1.453 -4.354
C -6.150 0.983 -2.965
N -5.020 0.375 -2.225
C -4.099 1.104 -1.452
C -3.154 0.177 -1.001
N -3.350 -0.980 -1.726
C -4.581 -0.915 -2.269
C -2.546 -2.197 -1.612
H -6.271 1.933 -5.039
H -5.084 0.628 -4.872
H -4.832 2.250 -4.313
H -6.894 0.217 -3.186
H -6.587 1.696 -2.265
H -4.271 2.160 -1.307
H -2.253 0.421 -0.459
H -5.128 -1.752 -2.675
H -3.247 -2.869 -1.118
H -1.760 -2.134 -0.858
H -2.202 -2.506 -2.599
C 1.893 9.223 1.807
C 1.917 8.200 0.640
N 2.299 6.865 0.956
C 3.329 6.501 1.821
C 3.413 5.146 2.033
N 2.439 4.625 1.176
C 1.658 5.606 0.759
C 2.369 3.282 0.805
H 1.571 10.178 1.392
H 2.921 9.443 2.095
H 1.334 8.966 2.707
H 2.572 8.651 -0.105
H 1.050 7.999 0.011
H 3.980 7.263 2.224
H 4.137 4.601 2.620
H 0.756 5.476 0.180
H 1.324 2.977 0.857
H 2.905 2.696 1.551
H 2.843 3.004 -0.137
C -0.935 -4.756 0.730
C -1.980 -4.876 1.859
O -2.350 -3.764 2.254
O -2.487 -6.001 1.970
H -1.373 -4.809 -0.266
H -0.162 -5.488 0.962
H -0.512 -3.754 0.805
C -0.859 -0.668 -4.855
C 0.299 -0.355 -5.842
O 1.245 -1.138 -6.053
O 0.166 0.628 -6.581
H -0.507 -1.163 -3.950
H -1.756 -1.059 -5.334
H -1.276 0.173 -4.301
C 1.769 2.615 4.022
C 2.030 2.078 5.459
O 1.172 2.146 6.331
O 3.228 1.766 5.652
H 0.740 2.859 3.757
H 2.256 1.872 3.390
H 2.147 3.621 3.837
P 1.194 -0.649 0.089
F 2.180 0.477 -0.600
F 2.480 -1.627 0.210
F 1.454 -0.138 1.643
F 0.277 -1.830 0.706
F -0.134 0.171 -0.154
F 0.843 -1.227 -1.369
```

Its net charge is +2. For the HOMO-LUMO gap, the calculation gives 5.7 eV.

Results of the Mulliken charge analysis, in e, for atoms 1 through 4: C -0.99; C -0.62; N 0.40; C -1.09